{"formula": "C2H13N3O3", "method": "ωB97M-V/def2-TZVPD", "smiles": "[H]/N=C(\\N)NC.O.O.O", "e_above_lowest_kj_mol": 60.3, "largest_force_ev_per_a": 2.028, "e_homo_ha": -0.32931, "gap_ev": 9.4, "elements": ["H", "N", "C", "N", "N", "C", "H", "H", "H", "H", "H", "H", "O", "H", "H", "O", "H", "H", "O", "H", "H"], "coordinates": [[-2.196, 2.833, -1.200], [-1.678, 2.371, -0.460], [-1.385, 1.149, -0.608], [-1.407, 0.312, -1.714], [-1.108, 0.387, 0.558], [-1.391, 1.065, 1.848], [-1.450, -0.686, -1.568], [-0.930, 0.621, -2.544], [-0.229, -0.109, 0.592], [-1.212, 0.304, 2.591], [-0.600, 1.804, 2.054], [-2.421, 1.399, 1.833], [1.851, 0.214, -0.651], [2.722, 0.122, -0.237], [1.493, 0.801, 0.026], [1.790, -2.816, -0.721], [1.532, -1.893, -0.916], [1.099, -3.272, -1.201], [1.884, -1.428, 1.566], [1.539, -2.119, 0.956], [2.140, -1.999, 2.280]], "lowdin_charge": [0.0446, 0.1177, -0.5887, 0.1165, -0.0455, -0.1067, 0.0814, 0.0869, 0.0666, 0.0632, 0.0773, 0.0755, -0.0658, 0.0565, 0.0359, -0.0538, 0.0224, 0.0492, -0.0769, 0.0112, 0.0324]}


{"formula": "C42H36BBrN15O2Sr", "method": "ωB97M-V/def2-TZVPD", "s2": 0.824, "e_above_lowest_kj_mol": 113.8, "largest_force_ev_per_a": 3.110, "multiplicity": 2, "e_homo_ha": [-0.30277, -0.30283], "gap_ev": [6.5, 5.6], "elements": ["Sr", "C", "C", "C", "C", "N", "N", "B", "N", "C", "C", "C", "C", "N", "N", "C", "C", "C", "C", "N", "N", "C", "C", "C", "C", "N", "H", "H", "H", "H", "H", "H", "H", "H", "H", "H", "H", "H", "H", "H", "H", "H", "H", "H", "H", "H", "Br", "C", "C", "C", "C", "C", "C", "N", "N", "C", "C", "C", "C", "O", "C", "N", "C", "C", "C", "C", "H", "H", "H", "H", "H", "H", "H", "H", "H", "O", "C", "N", "N", "C", "C", "C", "C", "C", "C", "C", "N", "C", "C", "N", "C", "H", "H", "H", "H", "H", "H", "H"], "coordinates": [[0.580, -0.325, -0.599], [1.824, 3.433, -0.452], [2.399, 2.490, 0.556], [3.355, 2.758, 1.547], [3.559, 1.552, 2.180], [2.765, 0.634, 1.592], [2.042, 1.210, 0.596], [2.507, -0.867, 1.902], [2.751, -1.691, 0.593], [3.988, -1.970, 0.120], [3.851, -2.783, -0.980], [2.461, -2.955, -1.134], [1.725, -3.728, -2.179], [1.815, -2.292, -0.183], [1.049, -1.006, 2.420], [0.622, -1.125, 3.694], [-0.753, -1.026, 3.698], [-1.105, -0.826, 2.351], [-2.466, -0.651, 1.753], [-0.009, -0.809, 1.602], [3.463, -1.437, 2.961], [3.318, -2.661, 3.528], [4.478, -2.959, 4.193], [5.316, -1.845, 3.963], [6.732, -1.653, 4.407], [4.701, -0.945, 3.215], [2.585, 4.150, -0.764], [0.985, 3.995, -0.029], [1.479, 2.882, -1.330], [3.832, 3.701, 1.761], [4.228, 1.270, 2.972], [4.869, -1.580, 0.608], [4.638, -3.196, -1.590], [2.152, -4.725, -2.292], [1.795, -3.222, -3.146], [0.674, -3.824, -1.904], [1.310, -1.271, 4.510], [-1.412, -1.091, 4.548], [-3.215, -0.563, 2.539], [-2.724, -1.508, 1.125], [-2.489, 0.240, 1.128], [2.409, -3.230, 3.412], [4.704, -3.846, 4.764], [6.913, -2.181, 5.343], [6.953, -0.596, 4.543], [7.422, -2.047, 3.659], [3.571, 6.130, -6.303], [2.022, 6.406, -5.263], [0.962, 7.125, -5.799], [-0.176, 7.324, -5.040], [-0.269, 6.769, -3.761], [0.827, 6.079, -3.220], [1.970, 5.895, -3.971], [-1.435, 7.022, -3.039], [-1.809, 6.304, -2.083], [-1.696, 4.989, -1.948], [-1.466, 4.107, -3.061], [-1.266, 2.790, -2.881], [-1.238, 2.199, -1.552], [-0.914, 1.031, -1.376], [-1.620, 3.070, -0.412], [-1.691, 2.487, 0.787], [-2.038, 3.223, 1.823], [-2.319, 4.591, 1.725], [-2.223, 5.199, 0.497], [-1.874, 4.427, -0.617], [1.033, 7.531, -6.798], [-1.017, 7.883, -5.430], [0.781, 5.700, -2.205], [2.814, 5.357, -3.562], [-1.459, 4.523, -4.060], [-1.070, 2.126, -3.713], [-2.098, 2.711, 2.778], [-2.601, 5.153, 2.605], [-2.418, 6.256, 0.371], [4.355, 0.650, -2.426], [3.191, 0.369, -2.394], [2.025, 0.090, -2.374], [1.660, -3.046, -10.349], [1.202, -2.938, -9.300], [0.629, -2.802, -7.985], [-0.603, -3.382, -7.697], [-1.152, -3.251, -6.436], [-0.468, -2.552, -5.450], [0.758, -1.958, -5.736], [1.301, -2.080, -7.001], [-1.003, -2.453, -4.144], [-1.874, -3.325, -3.511], [-2.007, -2.861, -2.239], [-1.244, -1.725, -2.073], [-0.667, -1.507, -3.227], [-1.128, -3.931, -8.466], [-2.124, -3.680, -6.228], [1.297, -1.409, -4.970], [2.255, -1.623, -7.227], [-2.287, -4.191, -3.998], [-2.607, -3.266, -1.441], [0.001, -0.676, -3.424]], "lowdin_charge": [1.4615, -0.0197, -0.3385, -0.0162, -0.0531, 0.0193, -0.0141, -0.6457, -0.0153, -0.0470, -0.0081, -0.3537, -0.0173, -0.0659, 0.0129, -0.0622, -0.0158, -0.3379, -0.0237, -0.0631, -0.0129, -0.0896, -0.0237, -0.3557, -0.0410, 0.1087, 0.0814, 0.0711, 0.0676, 0.0992, 0.1000, 0.1301, 0.1066, 0.0826, 0.0688, 0.0647, 0.1210, 0.0983, 0.0775, 0.0748, 0.0464, 0.1251, 0.0974, 0.0715, 0.0723, 0.0751, 0.7758, -0.6833, -0.1149, -0.0104, -0.2818, -0.0155, -0.1013, 0.1073, 0.0940, -0.2078, 0.0112, 0.0467, -0.3058, -0.1881, -0.1571, 0.1494, -0.0964, -0.0255, 0.0073, -0.0946, 0.1052, 0.1193, 0.1108, 0.1093, 0.1265, 0.1294, 0.1184, 0.1105, 0.1173, 0.0153, -0.5767, -0.0960, 0.1580, -0.1798, -0.2297, -0.0181, -0.0021, -0.1732, 0.0080, -0.0062, -0.0078, -0.0445, -0.1207, 0.0114, -0.1911, 0.1233, 0.1128, 0.1083, 0.1278, 0.1156, 0.1053, 0.0905]}


{"formula": "C15H26FO4P2Y", "method": "ωB97M-V/def2-TZVPD", "charge": 2, "e_above_lowest_kj_mol": 1401.2, "largest_force_ev_per_a": 8.231, "e_homo_ha": -0.42450, "gap_ev": 1.5, "elements": ["C", "C", "P", "C", "C", "C", "F", "C", "C", "C", "O", "C", "C", "C", "C", "C", "C", "C", "P", "O", "O", "O", "H", "H", "H", "H", "H", "H", "H", "H", "H", "H", "H", "H", "H", "H", "H", "H", "H", "H", "H", "H", "H", "H", "H", "H", "H", "H", "Y"], "coordinates": [[4.449, 0.579, 2.245], [4.169, 0.752, 0.762], [2.406, 0.341, 0.159], [2.963, -0.619, -1.367], [4.251, -1.598, -1.235], [4.285, -2.567, 0.104], [5.579, -0.923, -1.497], [0.587, 0.006, -0.343], [-0.523, 0.929, 0.437], [-0.890, 0.396, 1.961], [-1.787, 1.128, -0.289], [-2.396, -0.142, -0.716], [-4.047, -0.201, -0.455], [-4.799, -1.527, -1.144], [-6.409, -1.795, -0.962], [-7.262, -0.700, -0.058], [-6.506, 0.635, 0.608], [-4.876, 0.917, 0.433], [2.453, 2.290, -0.910], [1.313, 2.439, -1.990], [2.136, 3.553, 0.299], [3.972, 2.581, -1.708], [4.601, 1.466, 2.993], [4.570, -0.560, 2.580], [5.083, 1.082, 0.113], [1.904, 1.085, 1.294], [2.308, -0.852, 1.012], [2.052, -1.296, -1.738], [3.139, 0.155, -2.256], [4.160, -2.370, -2.145], [3.208, -2.847, 0.511], [4.832, -3.557, -0.224], [4.965, -2.044, 0.900], [0.369, 0.065, -1.490], [0.351, -1.123, -0.030], [-0.047, 2.007, 0.582], [-0.831, 1.345, 2.683], [-0.129, -0.407, 2.377], [-2.023, 0.030, 2.045], [-2.281, -0.180, -1.903], [-1.969, -1.099, -0.185], [-4.160, -2.299, -1.783], [-6.865, -2.763, -1.443], [-8.405, -0.906, 0.087], [-7.115, 1.405, 1.264], [-4.318, 1.844, 0.901], [1.489, 4.187, -0.174], [4.049, 2.107, -2.587], [-8.005, -0.952, 2.280]], "lowdin_charge": [0.1893, -0.0724, 0.4566, -0.2951, -0.2867, -0.0672, -0.1167, -0.3265, -0.3755, -0.0642, -0.1815, -0.1804, -0.0522, 0.0134, -0.0127, -0.3070, -0.1866, 0.0311, 0.6725, -0.3282, -0.2360, -0.2015, 0.1464, 0.1441, 0.1551, 0.0566, 0.1048, 0.1275, 0.1066, 0.1641, 0.1018, 0.1095, 0.0673, 0.1070, 0.1151, 0.1331, 0.1001, 0.0841, 0.0967, 0.1588, 0.1382, 0.1186, 0.1106, -0.0236, 0.0326, 0.1197, 0.1183, 0.1077, 1.1267]}